The following is a DFT calculation (wB97M-V/def2-TZVPD) of 2 unconnected molecules or ions with the total composition C3H9B.

ORCA input file:
```
! wB97M-V def2-TZVPD RIJCOSX def2/J DEFGRID3
* xyz 0 1
B -1.08 -1.00 -0.30
H -1.85 -0.49 -1.06
H -1.46 -0.86 1.77
C 1.17 1.72 -0.12
H -2.38 -2.07 1.09
C -1.43 -1.65 1.08
H 0.18 1.95 0.11
H 1.53 1.54 0.91
C 1.40 0.66 -1.13
H 1.57 2.54 -0.60
H 1.83 -0.35 -0.87
H 1.31 0.60 -2.19
H -0.78 -2.61 1.29
*
```

**HOMO energy (spin up / spin down)**: -7.19 / -7.71 eV
**Strongest force on any atom**: 4.18 eV Å⁻¹
**Energy**: -3927.574 eV
**E_LUMO (spin up / spin down)**: 0.363 / 0.477 eV
**Energy above the lowest of the compared OMol25 structures with the same formula, charge and spin**: 4.702 eV

Results of the Löwdin charge analysis, in e, for atoms 1 through 2: B 0.083; H -0.014


The following is a DFT calculation (wB97M-V/def2-TZVPD) of a single C11H8FN molecule.

ORCA input file:
```
! wB97M-V def2-TZVPD RIJCOSX def2/J DEFGRID3
* xyz 0 1
F -1.65 0.93 4.27
C 1.10 1.45 1.84
C 0.39 -1.17 -0.11
C -0.31 -2.04 -0.93
C 0.17 0.21 -0.19
C -1.44 -0.18 -1.94
H -2.15 0.21 -2.66
C -1.04 1.21 3.10
C -1.22 -1.54 -1.85
H -0.90 1.76 -1.21
H -1.76 -2.22 -2.49
H -0.15 -3.10 -0.84
C -0.73 0.69 -1.13
H 0.83 0.72 3.86
H 1.09 -1.55 0.62
H 1.71 1.68 -0.11
H 1.91 2.11 2.15
C -1.89 1.65 2.06
N -2.57 2.00 1.21
C 1.02 1.16 0.55
C 0.29 1.05 2.98
*
```

**HOMO energy**: -9.17 eV
**Strongest force on any atom**: 1.56 eV Å⁻¹
**Energy**: -15742.532 eV
**E_LUMO**: 0.117 eV
**Energy above the lowest of the compared OMol25 structures with the same formula, charge and spin**: 0.000 eV

Results of the Löwdin charge analysis, in e, for atoms 1 through 2: F 0.065; C -0.092


The following is a DFT calculation (wB97M-V/def2-TZVPD) of a molecular structure, C20H20Br2N3O8W.

ORCA input file:
```
! wB97M-V def2-TZVPD RIJCOSX def2/J DEFGRID3
* xyz 1 3
C -4.10 -2.54 -0.69
H 3.42 3.51 -1.66
H 1.74 2.65 3.39
N 0.58 -1.07 3.08
O 1.74 0.63 3.91
H 3.95 1.14 -1.59
C -2.96 -3.18 -1.07
H -5.69 1.14 1.64
H 1.10 -2.45 1.73
H -0.34 -3.37 -2.29
C 1.32 -0.78 -2.50
C -2.72 -0.82 0.23
C -1.69 -2.65 -0.80
C 1.21 0.11 2.86
C 2.94 0.86 -1.29
H 2.35 2.14 0.42
H 0.70 3.77 -2.79
O 1.75 -1.77 -3.02
H 2.08 3.04 -3.61
C -4.01 -1.32 0.01
C -2.48 0.38 0.92
O -1.20 0.74 1.02
O 0.12 -0.73 -1.86
C -5.09 -0.56 0.53
Br -6.86 -1.15 0.28
H 0.00 1.43 -2.85
C 1.51 3.05 -2.69
H -3.02 -4.13 -1.59
N -1.58 -1.47 -0.19
H -5.07 -2.96 -0.91
H 3.25 1.75 3.01
O 3.98 -0.11 0.60
C -3.55 1.05 1.44
H 2.58 0.64 -3.46
C 2.44 1.90 3.73
O 1.23 0.61 1.74
W 0.22 -0.34 0.10
C 2.20 2.05 -0.64
O 2.11 -1.10 -0.12
C 2.37 3.33 -1.44
C 2.02 0.57 -2.53
C 0.95 1.66 -2.39
N 0.32 -1.82 1.91
H -0.53 -2.35 2.03
C 3.09 -0.20 -0.20
Br -3.24 2.63 2.42
C -0.47 -3.42 -1.21
O 0.79 1.68 -0.92
H 2.83 2.15 4.71
H 0.78 -1.57 3.94
H 0.44 -3.03 -0.77
H -0.60 -4.46 -0.93
C -4.86 0.58 1.23
H 1.99 4.18 -0.87
*
```

**HOMO energy (spin up / spin down)**: -10.50 / -11.08 eV
**Strongest force on any atom**: 0.60 eV Å⁻¹
**Energy**: -183822.541 eV
**E_LUMO (spin up / spin down)**: -3.303 / -3.666 eV
**⟨S²⟩**: 2.01
**Energy above the lowest of the compared OMol25 structures with the same formula, charge and spin**: 0.802 eV

Results of the Löwdin charge analysis, in e, for atoms 1 through 2: C 0.016; H 0.130


The following is a DFT calculation (wB97M-V/def2-TZVPD) of a single C3H4N2O molecule.

ORCA input file:
```
! wB97M-V def2-TZVPD RIJCOSX def2/J DEFGRID3
* xyz 0 1
N 1.44 0.17 0.25
H -2.43 -0.03 0.72
C 0.03 -0.78 -0.98
C -0.70 0.05 -0.11
H -0.36 -1.44 -1.75
H 2.35 0.44 0.58
N 1.33 -0.70 -0.76
H 0.17 1.39 1.48
C 0.25 0.67 0.68
O -2.06 0.23 -0.13
*
```

**HOMO energy**: -9.05 eV
**Strongest force on any atom**: 0.37 eV Å⁻¹
**Energy**: -8202.572 eV
**E_LUMO**: 0.816 eV
**Energy above the lowest of the compared OMol25 structures with the same formula, charge and spin**: 1.313 eV

Results of the Löwdin charge analysis, in e, for atoms 1 through 2: N -0.053; H 0.104


The following is a DFT calculation (wB97M-V/def2-TZVPD) of 2 unconnected molecules or ions with the total composition C10H16.

ORCA input file:
```
! wB97M-V def2-TZVPD RIJCOSX def2/J DEFGRID3
* xyz 0 1
H -3.69 0.77 2.78
C -3.12 1.25 1.98
C 0.35 -0.93 -2.88
H 3.42 0.31 -1.28
H 2.00 -0.72 1.28
H 0.29 -0.94 -3.92
C 2.47 -0.83 0.23
H -1.04 1.71 2.01
H -1.65 1.83 3.62
H 4.14 0.54 0.33
C -1.94 2.05 2.58
C 3.22 0.40 -0.25
C 1.40 -0.61 -2.06
H -0.32 -1.41 0.76
H 3.05 -1.73 0.41
C -1.22 -1.39 -1.03
C 1.28 -1.02 -0.66
H -3.80 1.86 1.43
H -2.71 0.62 1.25
C -0.04 -1.33 -0.27
H -2.18 -1.55 -0.55
H 2.59 1.28 -0.09
H -1.82 -1.64 -3.05
H -2.06 3.10 2.35
H 2.39 -0.30 -2.58
C -0.99 -1.31 -2.41
*
```

**HOMO energy**: -8.72 eV
**Strongest force on any atom**: 4.10 eV Å⁻¹
**Energy**: -10627.836 eV
**E_LUMO**: 0.983 eV
**Energy above the lowest of the compared OMol25 structures with the same formula, charge and spin**: 1.907 eV

Results of the Löwdin charge analysis, in e, for atoms 1 through 2: H 0.070; C -0.153


The following is a DFT calculation (wB97M-V/def2-TZVPD) of 2 unconnected molecules or ions with the total composition C12H14O.

ORCA input file:
```
! wB97M-V def2-TZVPD RIJCOSX def2/J DEFGRID3
* xyz 0 1
H 3.46 -1.71 -1.40
C -2.34 0.92 1.30
H 1.37 -3.42 2.06
H 2.77 -0.38 -2.27
H 2.30 -3.97 0.43
C -1.81 1.50 -0.98
C 1.55 -3.34 0.88
H -3.10 0.99 1.99
C 1.16 -2.29 0.21
H 2.83 -0.38 -0.39
H 0.97 -2.17 -2.13
C -2.52 1.73 0.24
C 1.38 -1.65 -1.17
C -0.05 3.07 0.55
O 0.02 3.32 -0.59
C -1.30 -0.16 1.39
H -1.79 -1.07 1.58
H -3.18 2.58 0.19
H -2.13 2.29 -1.76
C 2.75 -0.97 -1.31
H -0.49 0.22 -2.03
H -0.62 -0.13 2.21
H 0.36 2.13 0.97
C -0.93 0.50 -1.10
C -0.58 -0.34 0.00
H -0.51 3.84 1.23
C 0.44 -1.12 -0.10
*
```

**HOMO energy**: -7.68 eV
**Strongest force on any atom**: 3.95 eV Å⁻¹
**Energy**: -14712.641 eV
**E_LUMO**: -0.069 eV
**Energy above the lowest of the compared OMol25 structures with the same formula, charge and spin**: 4.622 eV

Results of the Löwdin charge analysis, in e, for atoms 1 through 2: H 0.035; C -0.065


The following is a DFT calculation (wB97M-V/def2-TZVPD) of a molecular structure, C34H57N3O2SSiTi.

ORCA input file:
```
! wB97M-V def2-TZVPD RIJCOSX def2/J DEFGRID3
* xyz 1 2
C -0.72 -2.44 -1.05
H -0.06 3.23 3.66
H 1.06 4.06 -4.36
C 0.33 1.29 -5.21
H 0.86 1.74 3.53
H -2.15 0.83 -4.61
H 1.68 3.33 3.43
H -0.02 -3.83 -3.07
N 0.14 -0.95 0.70
C -1.24 -0.06 3.15
C 2.69 1.52 1.46
H 2.68 6.07 -1.50
C 3.75 2.58 1.60
C -0.10 0.46 -4.18
C 0.70 -1.04 4.37
H -2.50 -3.15 0.84
H 4.59 6.59 0.04
H 1.45 5.54 -3.44
C -0.01 -1.96 -2.10
C -1.05 -1.70 0.20
S -3.71 -0.75 0.14
C 2.65 0.94 -4.60
H -1.20 5.09 -0.13
C -1.56 -2.73 1.22
H 3.39 -0.04 -1.71
H 1.28 -2.77 -3.64
H 0.23 -0.68 5.28
H -1.83 -0.83 -4.11
N -1.56 0.57 -0.54
H -2.03 3.14 -3.74
C 2.27 0.10 -3.56
C -2.09 -0.55 -0.11
H 3.57 -2.21 0.69
C 0.69 -1.24 1.95
C 1.89 -2.01 2.02
H 2.79 3.26 -3.13
H 3.96 3.03 0.63
H 3.43 3.36 2.30
C -1.55 0.22 -3.93
H 4.26 -0.57 -3.15
H 2.42 1.06 2.42
H 2.43 5.52 0.17
H 4.67 2.12 1.98
Ti 0.25 0.64 -0.69
C 4.49 5.61 -0.45
C 0.89 -0.08 -3.32
H 5.39 3.22 -1.49
H -0.40 -2.48 -4.15
H -0.83 -3.53 1.33
H -1.77 -2.30 2.20
H 3.01 0.71 0.79
H 3.72 1.09 -4.80
C 4.61 2.73 -2.09
H 5.07 2.40 -3.03
C -0.45 5.42 -0.86
H -1.87 -0.30 2.30
H 1.03 2.08 -2.55
C 0.79 2.77 3.15
C 0.07 -0.80 3.15
C 0.53 2.52 -1.67
H 1.99 -2.30 -0.12
H -0.07 5.43 -4.36
H -1.09 1.03 3.15
H -0.79 6.39 -1.28
H 5.09 5.66 -1.37
H -0.43 1.73 -5.87
H 4.92 4.86 0.22
H 0.61 3.89 1.30
H -0.56 2.11 -1.53
C 2.54 -2.57 0.79
C 1.90 -1.75 4.43
C 0.64 4.86 -3.73
H -2.56 4.69 -3.06
C 2.47 -2.24 3.26
H 0.49 5.60 -0.34
N 0.50 -0.70 -2.11
H -0.47 2.49 1.40
H -1.87 0.46 -2.90
H 4.25 1.85 -1.55
C 1.68 1.55 -5.41
H 3.01 -1.61 -2.44
C 0.54 2.85 1.67
H 3.88 4.62 -2.84
C 3.27 -0.56 -2.67
C 3.03 5.35 -0.73
H -2.61 3.23 -2.06
H 2.00 2.21 -6.22
H 3.39 -2.83 3.30
O 2.72 4.00 -1.18
H 2.59 -3.67 0.84
O 1.50 2.12 0.84
C 0.23 -2.80 -3.32
C -2.03 3.75 -2.83
H 1.36 2.77 -0.80
H -1.79 -0.31 4.07
Si -0.28 4.18 -2.25
H -1.09 -3.46 -1.13
H 2.37 -1.94 5.39
C 3.48 3.69 -2.39
*
```

**HOMO energy (spin up / spin down)**: -10.66 / -10.46 eV
**Strongest force on any atom**: 4.73 eV Å⁻¹
**Energy**: -86569.448 eV
**E_LUMO (spin up / spin down)**: -3.034 / -5.335 eV
**⟨S²⟩**: 0.79
**Energy above the lowest of the compared OMol25 structures with the same formula, charge and spin**: 1.042 eV

Results of the Löwdin charge analysis, in e, for atoms 1 through 2: C 0.017; H 0.101


The following is a DFT calculation (wB97M-V/def2-TZVPD) of a molecular structure, C34H35BrIrN3O3.

ORCA input file:
```
! wB97M-V def2-TZVPD RIJCOSX def2/J DEFGRID3
* xyz 0 1
O 0.51 3.96 -2.60
H 3.23 -5.87 -3.14
H 0.87 -2.25 5.05
H -1.74 1.47 4.65
C -1.69 1.92 3.67
H 1.45 -6.86 -1.75
C 1.15 -5.86 -1.41
H -3.26 3.31 4.04
C -2.50 3.46 2.02
C -0.73 1.46 2.74
C -3.42 4.86 0.28
H -2.79 -0.27 -2.24
H 0.91 -4.45 -4.57
H -0.91 2.93 -0.96
C -2.50 4.30 -0.63
H -4.13 5.60 -0.05
C 1.90 -2.38 -1.84
C 1.72 -1.94 3.09
H 3.95 6.16 1.73
H -3.37 -1.91 1.08
H 2.41 -1.43 1.14
C -2.35 -2.03 0.71
C -0.33 -3.21 -1.69
H 0.08 -5.90 -1.19
C -3.19 -2.94 -1.46
H 2.95 -2.48 -2.05
H -2.96 -3.95 -1.12
H 3.17 6.73 -0.29
C -1.54 2.95 1.11
H 1.00 -6.16 -4.14
C 0.06 -0.92 -1.08
C 2.13 3.69 0.47
H 4.36 4.44 1.89
C -2.93 -0.50 -1.18
C 2.96 -4.87 -2.79
H -1.98 -3.01 1.01
C -2.53 2.93 3.33
H -2.52 4.60 -1.67
C 1.22 4.24 -1.65
C 1.02 -3.44 -2.01
C -0.84 -2.00 -1.25
Ir 0.96 1.39 0.44
H -0.38 -5.19 -3.62
C 0.11 -0.48 4.11
H -1.72 -1.27 1.20
C 1.76 -1.14 1.96
H -2.51 0.31 -0.60
C 0.99 0.01 1.87
C 1.39 -1.18 -1.39
C 0.15 0.32 2.96
C 2.64 5.80 -0.43
H -3.12 -2.91 -2.54
C -1.58 3.37 -0.23
H -1.01 -4.03 -1.80
H 3.55 -4.66 -1.90
Br 2.64 0.27 -1.09
O -0.32 0.26 -0.62
N 1.40 3.37 -0.59
H 1.68 -5.63 -0.49
N 2.77 4.89 0.60
H -0.54 -0.24 4.94
C 0.70 -5.17 -3.78
H -4.23 -2.75 -1.18
C 3.54 5.15 1.80
C 0.90 -1.62 4.17
N -0.61 2.03 1.54
C 1.92 5.53 -1.52
H -4.15 4.82 2.29
H 2.33 -2.84 3.14
H -4.01 -0.55 -0.99
H 1.82 6.24 -2.32
C -3.43 4.43 1.58
C 1.46 -4.82 -2.49
C -2.31 -1.86 -0.81
H 2.92 5.07 2.68
H 3.24 -4.15 -3.57
O 2.22 2.82 1.39
*
```

**HOMO energy**: -7.32 eV
**Strongest force on any atom**: 0.49 eV Å⁻¹
**Energy**: -119323.236 eV
**E_LUMO**: -0.362 eV
**Energy above the lowest of the compared OMol25 structures with the same formula, charge and spin**: 0.223 eV

Results of the Löwdin charge analysis, in e, for atoms 1 through 2: O 0.040; H 0.085


Which value of strongest force on any atom does entry 3 give?
0.60 eV Å⁻¹